# 1
DFT (wB97M-V/def2-TZVPD) results for the molecule CH3N5O in a non-equilibrium geometry.

Last column: natural (NBO) charge in e.
Cartesian coordinates (Å):
H 0.71100 2.05253 -0.01234  0.358
N -0.29123 2.04363 0.02220  -0.701
C -0.66361 0.83748 -0.00744  0.621
O -1.95199 0.41456 -0.05177  -0.349
N -1.94668 -1.04827 0.01693  0.093
N -0.74439 -1.40350 0.03078  -0.015
N 0.07700 -0.40539 -0.10748  -0.138
N 1.44524 -0.50536 -0.01525  -0.611
H 1.70351 -1.06435 -0.77208  0.372
H 1.66118 -0.92135 0.89645  0.370

HOMO = -9.662 eV
max |F| = 3.07 eV/A
E = -10580.16223 eV
HOMO-LUMO gap = 10.212 eV
2S+1 = 1



# 2
DFT (wB97M-V/def2-TZVPD) results for the molecule CH3NO2 in a non-equilibrium geometry.

Last column: natural (NBO) charge in e.
Cartesian coordinates (Å):
O -0.85877 -0.18832 -0.49352  -0.686
C 0.25224 -0.08818 0.27484  0.438
N 1.32017 0.69643 -0.20073  -0.319
O 1.41698 -0.73501 -0.10535  -0.381
H -1.51452 -0.46263 0.06971  0.480
H -0.02530 -0.05702 1.36195  0.141
H 0.92731 0.80771 -1.13603  0.326

HOMO = -10.225 eV
max |F| = 3.47 eV/A
E = -6667.75768 eV
HOMO-LUMO gap = 10.917 eV
2S+1 = 1



# 3
DFT (wB97M-V/def2-TZVPD) results for a cluster of 2 separate species, CH3NO2 in total in a non-equilibrium geometry.

Last column: natural (NBO) charge in e.
Cartesian coordinates (Å):
C 1.60308 0.74712 1.63855  -0.074
N 1.30005 -0.34941 1.82270  0.231
O 1.07333 -1.47720 2.07943  -0.404
H 1.69774 1.73466 1.30415  0.246
O -0.87544 -0.37745 -0.43286  -0.948
H -0.50480 -1.17256 -0.82588  0.475
H -1.81344 -0.36314 -0.62273  0.473

HOMO = -9.874 eV
max |F| = 1.63 eV/A
E = -6667.54824 eV
HOMO-LUMO gap = 10.743 eV
2S+1 = 1



# 4
DFT (wB97M-V/def2-TZVPD) results for the molecule CH3NO2 in a non-equilibrium geometry.

Last column: natural (NBO) charge in e.
Cartesian coordinates (Å):
C -0.05633 -0.11899 -0.60246  -0.500
N 0.08651 0.32146 0.81776  0.508
O 1.07092 -0.21018 1.36118  -0.358
O -0.87224 0.91817 1.38257  -0.361
H 0.26899 0.55893 -1.39157  0.239
H -1.03847 -0.43852 -0.95091  0.235
H 0.54062 -1.03088 -0.61654  0.237

HOMO = -11.349 eV
max |F| = 3.46 eV/A
E = -6667.31971 eV
HOMO-LUMO gap = 11.036 eV
2S+1 = 1



# 5
DFT (wB97M-V/def2-TZVPD) results for the molecule CH3NO2 in a non-equilibrium geometry.

Last column: natural (NBO) charge in e.
Cartesian coordinates (Å):
O 1.52930 -0.76367 -0.08549  -0.595
C 0.77864 0.25877 -0.03888  0.452
N -0.68919 0.42579 -0.19347  -0.338
O -1.36272 -0.80002 -0.00809  -0.533
H 1.45816 1.07893 0.20260  0.155
H -1.03956 1.22307 0.17599  0.379
H -0.67463 -1.42286 -0.05265  0.479

HOMO = -9.861 eV
max |F| = 8.19 eV/A
E = -6667.90770 eV
HOMO-LUMO gap = 10.753 eV
2S+1 = 1



# 6
DFT (wB97M-V/def2-TZVPD) results for a cluster of 2 separate species, CH3NO2 in total in a non-equilibrium geometry.

Last column: natural (NBO) charge in e.
Cartesian coordinates (Å):
C -0.84721 0.32596 -0.94559  -0.441
N 1.58699 -0.28917 1.49304  0.495
O 0.81301 0.14746 0.64408  -0.295
O 1.56993 -1.31086 2.10697  -0.272
H -1.48304 -0.51991 -0.87120  0.162
H -0.34399 0.36643 -1.91052  0.172
H -1.29568 1.28009 -0.51678  0.180

HOMO (spin up / spin down) = -10.521 / -8.873 eV
max |F| = 2.13 eV/A
E = -6664.59426 eV
HOMO-LUMO gap (spin up / spin down) = 10.667 / 7.069 eV
2S+1 = 1